Entry 1:
The following is a quantum chemistry calculation of a structure of composition C39H28AgAsN2O2S4 in a non-equilibrium geometry, from the OMol25 dataset.

HOMO energy: -0.0409 hartree
energy above the lowest of the compared OMol25 structures with the same formula, charge and spin: 64.6 kJ/mol
F_max: 3.17 eV/Å
net charge: -2
orbital gap: 4.9650 eV

CARTESIAN COORDINATES (ANGSTROEM)
Ag  1.87918  -0.72366  -1.09028
O  3.01573  1.60033  2.05790
C  3.25806  0.55648  1.35490
O  2.43726  -0.37457  1.11863
C  4.77175  0.33972  0.98407
C  5.61445  0.22397  2.13390
C  6.92060  -0.23865  1.99512
C  7.34215  -0.58508  0.71227
C  6.46182  -0.47851  -0.37759
C  5.12320  -0.07918  -0.29248
S  4.21973  0.07807  -1.69593
H  5.14036  0.28863  3.12724
H  7.53830  -0.44749  2.84436
H  8.35373  -0.98226  0.54096
H  6.87522  -0.72004  -1.34468
S  0.13203  0.10579  -2.77832
C  0.33445  1.78201  -2.59441
N  0.70898  2.20488  -1.36626
C  1.10708  3.49638  -1.43364
C  1.98739  4.04391  -0.41711
C  2.55192  5.24646  -0.70215
C  2.36820  5.96244  -1.90476
C  1.58130  5.38406  -2.95850
C  1.00126  4.14418  -2.75116
S  0.11550  3.15409  -3.88777
H  2.18347  3.49514  0.51136
H  3.44548  5.64542  -0.13446
H  2.77146  6.96206  -1.97316
H  1.27016  5.87481  -3.93231
C  -7.00406  2.87201  -1.27882
C  -5.79770  3.17564  -1.95100
C  -4.69316  2.35823  -1.90004
C  -4.74898  1.10921  -1.19908
C  -5.95438  0.80901  -0.58293
C  -7.06931  1.65499  -0.63541
As  -3.10281  0.11849  -0.90980
C  -2.45934  1.24660  0.65807
C  -1.13326  1.02348  0.92752
C  -0.57505  1.42890  2.11663
C  -1.36389  1.93906  3.11909
C  -2.71470  2.11593  2.81553
C  -3.28625  1.83937  1.61173
C  -3.73627  -1.50466  0.12738
C  -3.39130  -1.79681  1.42979
C  -3.80797  -2.94067  2.14990
C  -4.71857  -3.76522  1.54222
C  -5.03601  -3.56034  0.21025
C  -4.51900  -2.42805  -0.52058
H  -7.79981  3.70201  -1.22728
H  -5.82399  4.04628  -2.56799
H  -3.88371  2.66539  -2.52113
H  -6.01413  -0.11876  -0.05336
H  -8.00718  1.32593  -0.15408
H  -0.43985  0.63260  0.16034
H  0.43949  1.17125  2.28456
H  -0.98557  2.08010  4.06419
H  -3.32609  2.56143  3.59428
H  -4.35657  1.98646  1.47592
H  -2.58230  -1.29570  1.97824
H  -3.38025  -3.01767  3.14922
H  -5.20987  -4.56069  2.07042
H  -5.71835  -4.21786  -0.23853
H  -4.70164  -2.41163  -1.60578
S  1.53150  -4.82904  -2.56664
C  0.67556  -3.52387  -1.85837
N  1.18958  -3.10413  -0.70931
C  2.21346  -3.93678  -0.23704
C  2.82030  -3.93438  1.05701
C  3.60962  -5.01811  1.33655
C  4.02862  -5.95525  0.36999
C  3.38426  -6.00653  -0.89239
C  2.55342  -4.93346  -1.16672
H  -0.24070  -3.18421  -2.27513
H  2.57580  -3.05060  1.70311
H  3.86641  -5.11193  2.34651
H  4.66878  -6.78775  0.58192
H  3.51493  -6.82765  -1.57468

---

Entry 2:
The following is a quantum chemistry calculation of a structure of composition C39H28Cl2CuN2OP2Te, from the OMol25 dataset.

HOMO energy: -0.1555 hartree
energy above the lowest of the compared OMol25 structures with the same formula, charge and spin: 97.0 kJ/mol
F_max: 0.78 eV/Å
net charge: -1
orbital gap: 6.4847 eV

CARTESIAN COORDINATES (ANGSTROEM)
Cu  -0.97246  -0.62251  -1.83401
Te  1.53900  -2.71543  1.03718
C  2.94830  -2.18090  2.51839
C  3.03009  -2.86696  3.72464
C  3.96636  -2.46490  4.67056
N  4.81039  -1.44548  4.49473
C  4.71948  -0.79485  3.32604
C  3.81895  -1.11803  2.32140
C  1.12218  -0.68781  0.45226
P  1.25058  -0.55753  -1.37744
C  1.72465  1.20104  -1.67172
C  1.37302  1.80707  -2.87638
C  1.75715  3.11507  -3.15161
C  2.50152  3.83160  -2.22134
C  2.86138  3.23392  -1.01818
C  2.47363  1.92642  -0.75037
C  2.81139  -1.37469  -1.91966
C  2.73598  -2.68947  -2.38358
C  3.87491  -3.38897  -2.75524
C  5.11960  -2.77725  -2.67615
C  5.20758  -1.46001  -2.24652
C  4.06055  -0.76119  -1.87935
P  -0.71594  -0.65513  0.67824
C  -1.28491  1.11221  0.81194
C  -2.65311  1.35473  0.67534
C  -3.17224  2.63676  0.81407
C  -2.32181  3.69890  1.10185
C  -0.96113  3.46485  1.26104
C  -0.45032  2.17895  1.12099
C  -0.97490  -0.98417  2.48844
C  -2.12532  -1.64587  2.90776
C  -2.35775  -1.88828  4.25998
C  -1.43042  -1.47510  5.20765
C  -0.27891  -0.80770  4.79672
C  -0.05686  -0.55914  3.44848
H  2.35692  -3.68969  3.94196
H  4.03230  -2.98126  5.62568
H  5.41079  0.03262  3.18871
H  3.77417  -0.53998  1.40601
H  0.76631  1.25915  -3.58678
H  1.45328  3.58427  -4.08161
H  2.79655  4.85491  -2.43219
H  3.43860  3.79042  -0.28588
H  2.74646  1.44836  0.18533
H  1.76526  -3.16322  -2.46025
H  3.79188  -4.41242  -3.10314
H  6.01458  -3.32237  -2.95321
H  6.17204  -0.96624  -2.20102
H  4.14823  0.27026  -1.56284
H  -3.31859  0.52541  0.44833
H  -4.23420  2.81157  0.67434
H  -2.71877  4.70210  1.20282
H  -0.29291  4.28774  1.49314
H  0.60399  1.99240  1.24938
H  -2.84326  -1.98182  2.16579
H  -3.25864  -2.40608  4.57213
H  -1.60023  -1.67365  6.26038
H  0.45293  -0.48470  5.53018
H  0.84207  -0.04534  3.12223
Cl  -2.72826  3.84346  -3.16318
C  -3.60706  2.36178  -2.93471
C  -5.00449  2.37885  -3.01451
C  -5.74131  1.24558  -2.80839
Cl  -7.49179  1.32528  -2.90944
C  -5.10039  0.02351  -2.50052
C  -5.76788  -1.19175  -2.23058
C  -5.05007  -2.30208  -1.89350
C  -3.64724  -2.22254  -1.83208
N  -2.99318  -1.12144  -2.09721
C  -3.68601  0.01005  -2.42519
C  -2.87641  1.20224  -2.64633
O  -1.60409  1.14975  -2.55953
H  -5.51041  3.31199  -3.23650
H  -6.84804  -1.22410  -2.28758
H  -5.54406  -3.23978  -1.67071
H  -3.04967  -3.08334  -1.54566

---

Which value of orbital gap does entry 2 give? 6.4847 eV